The following is a DFT calculation (ωB97M-V/def2-TZVPD) of a 2-piece molecular cluster, C6H14N2O2 overall in a non-equilibrium geometry.

Values from the calculation:
energy: -496.6751 hartree
charge: +1
energy relative to the best compared isomer or geometry (same formula, charge and spin): 35.6 kcal per mole
strongest force on any atom: 1.1 eV/Å
spin multiplicity: 2

Element x y z (Å)
C1 -0.795 1.412 1.580
C2 -1.807 -2.291 1.426
C3 -1.243 0.085 2.099
O1 -1.378 -0.305 3.211
N1 -1.464 -0.963 1.053
H1 -0.011 1.184 0.852
H2 -1.780 -0.638 0.139
H3 -1.025 -2.660 2.110
H4 -1.595 1.913 1.032
H5 -0.535 1.990 2.455
H6 -2.634 -2.237 2.153
H7 -1.983 -2.893 0.555
C4 2.984 0.905 -0.721
C5 -0.251 -0.138 -2.392
C6 0.951 0.740 -2.088
O2 1.344 1.580 -2.858
N2 1.589 0.512 -0.889
H8 1.256 -0.198 -0.260
H9 3.462 0.985 -1.694
H10 -0.671 0.199 -3.331
H11 3.048 1.862 -0.217
H12 3.538 0.111 -0.233
H13 0.012 -1.191 -2.358
H14 -1.013 0.036 -1.625

Löwdin population analysis, charges in e, atoms 1 to 6: 0.0532 0.0176 -0.3906 0.2122 0.1980 0.0746

The following is a DFT calculation (ωB97M-V/def2-TZVPD) of a 2-piece molecular cluster, C6H14N2P4 overall in a non-equilibrium geometry.

Values from the calculation:
energy: -1711.0478 hartree
charge: +2
energy relative to the best compared isomer or geometry (same formula, charge and spin): 35.9 kcal per mole
strongest force on any atom: 6.0 eV/Å

Element x y z (Å)
C1 0.485 1.720 2.085
C2 -1.306 -2.289 -0.817
C3 1.131 2.530 -0.043
C4 -0.168 -1.095 -2.499
C5 0.642 0.268 0.187
C6 -0.741 0.019 -0.397
N1 0.797 1.512 0.826
N2 -0.690 -1.173 -1.224
P1 1.254 4.227 0.276
P2 0.594 0.226 -3.244
P3 -0.131 0.409 3.094
P4 -2.263 -2.308 0.705
H1 0.524 2.742 2.355
H2 -1.400 -3.037 -1.512
H3 1.489 2.025 -1.413
H4 -0.238 -2.038 -3.160
H5 0.782 -0.418 0.927
H6 1.406 -0.042 -0.656
H7 -0.918 0.926 -0.885
H8 -1.531 0.066 0.323
H9 1.067 4.651 -1.029
H10 0.936 -0.579 -4.528
H11 0.824 -0.715 2.804
H12 0.234 1.013 4.312
H13 -2.286 -3.634 1.018
H14 -1.328 -1.986 1.559

Löwdin population analysis, charges in e, atoms 1 to 6: -0.2902 -0.1841 -0.4831 -0.4936 -0.2335 -0.1820

The following is a DFT calculation (ωB97M-V/def2-TZVPD) of an isolated ion of composition C6H14N3 and charge +1 in a non-equilibrium geometry.

Values from the calculation:
energy: -400.9571 hartree
charge: +1
SMILES string: CCN/C=C\N(C)C=[NH2+]
energy relative to the best compared isomer or geometry (same formula, charge and spin): 58.5 kcal per mole
strongest force on any atom: 5.0 eV/Å

Element x y z (Å)
C1 1.016 0.549 3.077
C2 0.517 -0.758 2.445
N1 0.410 -0.405 1.100
C3 1.081 -0.928 0.060
C4 0.889 -0.760 -1.274
N2 -0.231 -0.151 -1.830
C5 -0.016 0.436 -3.147
C6 -1.470 -0.363 -1.402
N3 -2.558 0.352 -1.702
H1 1.819 1.104 2.467
H2 0.183 1.093 3.130
H3 1.233 0.258 4.180
H4 -0.604 -1.022 2.853
H5 1.064 -1.658 2.683
H6 -0.184 0.322 1.048
H7 2.044 -1.378 0.209
H8 1.781 -1.033 -1.883
H9 -0.694 -0.006 -3.905
H10 0.228 1.530 -3.081
H11 0.923 0.170 -3.498
H12 -1.673 -1.014 -0.532
H13 -3.415 0.196 -1.136
H14 -2.463 1.283 -2.100

Löwdin population analysis, charges in e, atoms 1 to 6: -0.0798 -0.2653 -0.0520 -0.0926 -0.1035 -0.1161

The following is a DFT calculation (ωB97M-V/def2-TZVPD) of an isolated ion of composition C6H14N3 and charge +1 in a non-equilibrium geometry.

Values from the calculation:
energy: -400.9712 hartree
charge: +1
SMILES string: C=CN(/[NH+]=C\N)C(C)C
energy relative to the best compared isomer or geometry (same formula, charge and spin): 49.6 kcal per mole
strongest force on any atom: 5.1 eV/Å

Element x y z (Å)
C1 -0.240 -2.760 0.276
C2 -0.823 -1.717 -0.239
N1 -0.172 -0.121 0.018
N2 -0.829 0.807 -0.726
C3 -2.075 1.138 -0.503
N3 -2.808 0.555 0.428
C4 1.265 0.034 0.141
C5 1.524 0.911 1.367
C6 1.942 0.613 -1.106
H1 -0.653 -3.741 0.106
H2 0.648 -2.715 0.880
H3 -1.688 -1.629 -0.862
H4 -0.292 1.299 -1.442
H5 -2.527 1.890 -1.135
H6 -3.756 0.838 0.615
H7 -2.358 -0.087 1.064
H8 1.673 -0.961 0.323
H9 1.032 0.496 2.243
H10 2.589 0.967 1.569
H11 1.152 1.920 1.208
H12 1.748 1.677 -1.215
H13 1.635 0.085 -2.003
H14 3.014 0.499 -1.007

Löwdin population analysis, charges in e, atoms 1 to 6: 0.0290 -0.0110 -0.0776 0.0380 -0.1105 0.1908

The following is a DFT calculation (ωB97M-V/def2-TZVPD) of an isolated ion of composition C6H14N3O and charge +1 in a non-equilibrium geometry.

Values from the calculation:
energy: -476.1858 hartree
charge: +1
SMILES string: CCN([NH3+])C1=NCCCO1
energy relative to the best compared isomer or geometry (same formula, charge and spin): 47.2 kcal per mole
strongest force on any atom: 5.3 eV/Å

Element x y z (Å)
C1 2.801 -1.013 -0.528
C2 2.063 -0.533 0.716
N1 1.010 0.488 0.511
N2 1.444 1.762 0.027
C3 -0.380 0.180 0.411
N3 -0.787 -0.963 0.734
C4 -2.149 -1.340 0.447
C5 -2.820 -0.261 -0.394
C6 -2.482 1.168 0.230
O1 -1.020 1.331 0.192
H1 3.329 -0.121 -1.051
H2 3.418 -1.758 -0.123
H3 2.198 -1.466 -1.283
H4 1.467 -1.437 1.200
H5 2.884 -0.116 1.475
H6 1.912 2.285 0.803
H7 1.972 1.847 -0.787
H8 0.357 2.034 -0.134
H9 -2.574 -1.599 1.428
H10 -2.143 -2.253 -0.189
H11 -2.179 -0.192 -1.281
H12 -3.828 -0.381 -0.588
H13 -2.892 1.960 -0.357
H14 -2.816 1.168 1.267

Löwdin population analysis, charges in e, atoms 1 to 6: -0.0865 -0.2035 -0.0885 0.2282 -0.4105 0.1241

The following is a DFT calculation (ωB97M-V/def2-TZVPD) of an isolated ion of composition C6H14N3OS and charge +1 in a non-equilibrium geometry.

Values from the calculation:
energy: -874.2252 hartree
charge: +1
energy relative to the best compared isomer or geometry (same formula, charge and spin): 161.5 kcal per mole
strongest force on any atom: 3.2 eV/Å

Element x y z (Å)
C1 -3.276 0.752 0.608
C2 -2.747 0.393 -0.812
C3 -1.871 0.648 0.262
C4 2.643 1.293 -0.533
C5 1.967 0.270 0.387
C6 0.502 0.146 -0.225
N1 -1.237 -1.251 0.904
N2 2.482 -1.126 0.178
N3 -0.038 -1.171 -0.065
O1 -2.105 -2.145 0.689
S1 -0.430 1.506 0.572
H1 -3.751 1.753 0.648
H2 -3.761 0.037 1.185
H3 -2.715 -0.574 -1.467
H4 -2.900 1.181 -1.482
H5 2.168 2.272 -0.511
H6 3.624 1.441 -0.059
H7 2.812 0.968 -1.554
H8 2.175 0.401 1.461
H9 0.489 0.314 -1.354
H10 3.087 -1.461 0.937
H11 2.884 -1.264 -0.721
H12 1.394 -1.687 -0.095
H13 -0.931 -1.147 1.920
H14 -0.465 -1.546 -0.872

Löwdin population analysis, charges in e, atoms 1 to 6: -0.0509 -0.1139 -0.6304 -0.0562 -0.3498 -0.5499

The following is a DFT calculation (ωB97M-V/def2-TZVPD) of C6H14N4O2 in the gas phase in a non-equilibrium geometry.

Values from the calculation:
energy: -606.4990 hartree
SMILES string: [H]/N=C(/N)NCCC[C@H](N)C(=O)O
energy relative to the best compared isomer or geometry (same formula, charge and spin): 47.0 kcal per mole
strongest force on any atom: 4.1 eV/Å

Element x y z (Å)
H1 1.981 3.083 -1.319
N1 2.551 3.024 -0.543
C1 2.378 1.941 0.132
N2 3.258 1.490 1.086
N3 1.320 1.001 -0.006
C2 0.223 1.422 -0.882
C3 -0.926 0.448 -0.979
C4 -1.269 -0.136 0.342
C5 -1.851 -1.537 0.333
N4 -2.019 -1.660 1.825
C6 -1.101 -2.677 -0.348
O1 -1.595 -3.717 -0.516
O2 0.132 -2.261 -0.839
H2 2.906 0.762 1.661
H3 4.084 2.080 1.278
H4 1.553 0.052 -0.211
H5 0.041 2.467 -0.652
H6 0.645 1.402 -1.870
H7 -0.626 -0.500 -1.542
H8 -1.686 0.817 -1.607
H9 -1.996 0.454 0.774
H10 -0.466 -0.163 0.973
H11 -2.861 -1.423 -0.044
H12 -2.640 -2.444 1.987
H13 -2.599 -0.838 2.128
H14 0.562 -3.086 -1.162

Löwdin population analysis, charges in e, atoms 1 to 6: -0.0189 0.1140 -0.5506 0.1118 0.0135 -0.2083

The following is a DFT calculation (ωB97M-V/def2-TZVPD) of a 2-piece molecular cluster, C6H14N5 overall in a non-equilibrium geometry.

Values from the calculation:
energy: -510.5290 hartree
charge: +1
energy relative to the best compared isomer or geometry (same formula, charge and spin): 55.9 kcal per mole
strongest force on any atom: 5.9 eV/Å

Element x y z (Å)
C1 -2.279 -1.769 -1.631
C2 -1.291 1.204 0.091
C3 -1.718 -0.431 -1.213
C4 -1.133 0.414 -2.087
N1 -1.649 -0.057 0.148
N2 -0.868 1.618 -1.237
H1 -1.215 2.032 0.766
H2 -0.908 2.524 -1.614
H3 -0.845 0.498 -3.073
H4 -2.767 -1.863 -2.676
H5 -3.022 -2.143 -0.864
H6 -1.584 -2.683 -1.632
C5 0.731 -1.264 2.396
C6 1.901 0.097 0.797
N3 1.477 -1.141 1.164
N4 2.567 0.323 -0.427
N5 1.597 1.249 1.520
H7 1.592 -1.986 0.555
H8 2.293 -0.277 -1.269
H9 2.636 1.386 -0.681
H10 0.847 1.245 2.327
H11 2.279 2.038 1.556
H12 -0.266 -0.868 2.495
H13 1.282 -0.961 3.319
H14 0.544 -2.411 2.501

Löwdin population analysis, charges in e, atoms 1 to 6: -0.0735 -0.1918 -0.3769 -0.0120 0.0968 0.0466

The following is a DFT calculation (ωB97M-V/def2-TZVPD) of a 2-piece molecular cluster, C6H14N5O2P overall in a non-equilibrium geometry.

Values from the calculation:
energy: -1002.5592 hartree
energy relative to the best compared isomer or geometry (same formula, charge and spin): 67.9 kcal per mole
strongest force on any atom: 2.0 eV/Å

Element x y z (Å)
C1 3.831 0.276 0.189
C2 2.128 -0.015 -0.926
C3 -0.541 -3.274 0.587
C4 -0.551 2.274 1.376
C5 -1.421 2.303 -0.944
C6 -1.243 -1.947 0.779
N1 3.412 -0.121 -1.055
N2 2.889 0.601 1.034
N3 1.760 0.414 0.318
N4 0.903 -0.092 -1.582
N5 -0.507 1.744 0.026
O1 -1.883 -0.849 -1.764
O2 -0.259 -0.895 0.932
P1 0.079 0.214 -0.123
H1 4.870 0.317 0.441
H2 -1.283 -4.067 0.571
H3 -0.014 -3.275 -0.365
H4 0.171 -3.467 1.387
H5 0.195 1.755 1.980
H6 -0.302 3.336 1.347
H7 -1.536 2.153 1.837
H8 -2.437 2.374 -0.544
H9 -1.082 3.299 -1.235
H10 -1.426 1.649 -1.815
H11 -1.847 -1.929 1.687
H12 -1.834 -1.701 -0.127
H13 0.622 -0.741 -2.301
H14 -2.691 -0.337 -1.710

Löwdin population analysis, charges in e, atoms 1 to 6: -0.2210 -0.4599 -0.0666 -0.0874 -0.0984 -0.2607

The following is a DFT calculation (ωB97M-V/def2-TZVPD) of an isolated ion of composition C6H14N6OS and charge +2 in a non-equilibrium geometry.

Values from the calculation:
energy: -1038.2439 hartree
charge: +2
SMILES string: C[NH2+]NN(C=S)C(/N=C/N)=[NH+]/C(C)=O
energy relative to the best compared isomer or geometry (same formula, charge and spin): 47.8 kcal per mole
strongest force on any atom: 4.3 eV/Å

Element x y z (Å)
C1 -0.692 -3.029 -2.091
N1 -1.263 -1.656 -2.030
N2 -1.606 -1.322 -0.603
N3 -1.414 0.034 -0.447
C2 -2.361 0.883 -0.880
S1 -2.340 2.508 -0.689
C3 0.078 0.439 0.164
N4 0.684 -0.592 0.570
C4 1.969 -0.795 0.904
N5 2.178 -1.402 2.037
N6 0.210 1.697 0.492
C5 1.298 2.154 1.293
C6 1.143 3.508 1.882
O1 2.233 1.454 1.471
H1 0.419 -3.063 -1.701
H2 -1.314 -3.593 -1.227
H3 -0.867 -3.625 -3.070
H4 -2.092 -1.919 -2.608
H5 -0.796 -0.848 -2.344
H6 -2.581 -1.564 -0.612
H7 -3.279 0.397 -1.195
H8 2.837 -0.398 0.306
H9 1.463 -1.939 2.503
H10 3.165 -1.588 2.158
H11 -0.420 2.347 -0.134
H12 2.002 3.746 2.438
H13 0.180 3.758 2.316
H14 1.168 4.409 1.096

Löwdin population analysis, charges in e, atoms 1 to 6: -0.0197 0.0215 0.0515 -0.1174 -0.6046 0.8484